# 1
11
Properties=species:S:1:pos:R:3 method="wB97M-V/def2-TZVPD" multiplicity=1 e_tot_ev=-15984.97540 homo_lumo_gap_ev=8.695 homo_ha=-0.3460
S 0.86 1.02 -0.14
N 2.37 -0.56 0.14
N -0.49 -1.32 -0.34
C -1.83 0.67 -0.03
C -0.55 -0.09 -0.20
H -1.87 1.50 -0.73
H 0.44 -1.72 -0.43
H -1.87 1.07 0.99
H 2.44 -0.51 1.16
H 3.17 -0.06 -0.25
H -2.67 0.00 -0.18

***

# 2
12
Properties=species:S:1:pos:R:3 method="wB97M-V/def2-TZVPD" smiles=Oc1c[nH]c(O)c1 multiplicity=1 e_tot_ev=-9813.02658 homo_lumo_gap_ev=7.974 homo_ha=-0.2724
O 1.48 -1.56 1.25
O -1.81 0.21 -1.77
N 0.60 0.60 0.84
C -0.17 1.15 -0.19
C -0.86 0.12 -0.80
C -0.39 -1.09 -0.26
C 0.64 -0.73 0.59
H -0.14 2.20 -0.40
H 2.02 -1.07 1.87
H -1.97 1.14 -1.95
H 1.27 1.12 1.38
H -0.67 -2.09 -0.55

***

# 3
136
Properties=species:S:1:pos:R:3 method="wB97M-V/def2-TZVPD" total_charge=+2 multiplicity=2 e_tot_ev=-162810.89181 homo_lumo_gap_ev="5.393 / 5.411" homo_ha="-0.4286 / -0.4289"
Re 0.79 0.86 0.29
As -2.36 -0.91 0.07
S -0.76 -0.87 -6.13
O -1.28 0.37 0.29
N 2.25 -4.15 -7.05
N 1.27 -1.01 1.00
N -2.75 4.24 1.15
N 0.09 1.26 2.26
N 0.39 0.25 -1.85
N 2.70 0.83 -0.29
N 1.22 3.87 1.14
C 0.23 -3.43 -5.99
C 4.16 6.88 -2.07
C -0.27 -0.46 -4.51
C -1.59 -2.99 5.88
C -3.58 -0.46 -1.34
C 5.79 -4.33 -0.49
C 5.90 -4.55 -1.86
C -1.09 3.32 -0.49
C -0.40 0.91 4.49
C -4.07 0.84 -1.36
C 0.07 0.33 3.30
C 1.50 -1.89 -7.32
C -4.93 -1.04 -3.23
C -1.61 -2.63 -0.30
C -4.01 -1.41 -2.25
C -4.38 -1.96 1.80
C 0.41 -2.15 -6.51
C -0.76 0.64 -2.44
C 3.53 -0.23 -0.57
C 0.26 -1.08 3.20
C 4.05 5.78 -2.91
C 2.39 -2.93 -7.56
C -1.13 0.31 -3.72
C 3.33 5.56 -0.23
C -4.99 1.20 -2.34
C 0.33 4.23 1.79
C 4.92 -3.37 0.00
C -2.15 6.58 3.90
C 1.90 -3.24 0.94
C 2.12 -1.91 0.41
C -5.41 0.26 -3.27
C 4.76 0.27 -1.17
C -1.04 -2.89 -1.55
C -2.24 4.49 2.53
C -1.59 3.62 0.71
C 0.94 -0.83 -3.93
C 1.07 -3.10 1.99
C 2.74 3.14 -0.58
C -4.06 -0.01 3.75
C 1.22 -0.46 -2.62
C 4.27 -2.82 -2.25
C 3.39 1.99 -0.74
C -1.81 5.90 2.77
C -3.16 3.98 3.57
C -0.57 2.36 2.81
C -3.40 -0.98 1.66
C -5.19 -1.97 2.92
C -1.72 -3.64 0.65
C 4.67 1.61 -1.27
C -0.54 -3.52 6.61
C 0.77 -3.24 6.24
C 0.23 2.79 -0.76
C 1.02 -2.45 5.13
C 5.14 -3.79 -2.74
C -2.96 5.99 4.89
C -0.56 -4.16 -1.83
C 0.73 -1.70 2.09
C 1.40 2.97 0.06
C -0.79 2.19 4.17
C 3.80 6.76 -0.73
C -0.69 -5.18 -0.89
C 3.59 4.57 -2.41
C -1.27 -4.92 0.34
C 3.22 -1.56 -0.37
C 4.15 -2.61 -0.88
C 3.22 4.45 -1.07
C -1.00 3.58 2.11
C -3.49 4.70 4.68
C -1.34 -2.19 4.77
C -5.03 -0.99 3.90
C -3.24 0.01 2.63
C 1.19 -4.39 -6.29
C -0.03 -1.92 4.39
H -3.64 -2.43 -2.22
H -6.13 0.54 -4.03
H 5.42 2.30 -1.62
H -2.48 0.76 2.51
H 3.49 3.71 -3.07
H 3.26 -2.77 -8.19
H -3.93 0.74 4.52
H -5.66 -1.00 4.78
H -2.09 0.64 -4.08
H -0.62 -3.67 -5.38
H 2.40 -4.12 0.59
H -5.27 -1.78 -3.95
H -1.22 6.38 1.99
H -0.98 -2.11 -2.30
H 0.75 -3.85 2.69
H -1.23 2.92 4.82
H 1.66 -0.92 -7.76
H 1.67 -1.41 -4.47
H -0.33 -6.17 -1.12
H -1.80 7.59 4.03
H -5.95 -2.73 3.04
H -3.75 1.57 -0.62
H 2.04 -2.23 4.83
H -1.73 3.51 -1.35
H 5.22 -3.95 -3.80
H 3.69 -2.23 -2.95
H 3.90 7.62 -0.07
H 1.60 -3.64 6.81
H 4.33 5.86 -3.95
H -4.52 -2.71 1.03
H -1.42 1.24 -1.83
H 2.14 -0.80 -2.18
H -3.60 3.00 3.39
H 6.39 -4.91 0.20
H 0.44 2.69 -1.82
H -4.18 4.28 5.40
H 5.59 -0.36 -1.45
H 1.09 -5.40 -5.91
H 4.85 -3.19 1.06
H -2.16 -1.78 4.20
H 3.09 5.48 0.82
H -3.21 4.98 0.63
H -1.36 -5.71 1.07
H 6.57 -5.30 -2.24
H -5.38 2.20 -2.37
H -2.16 -3.44 1.62
H -0.48 0.41 5.43
H 4.52 7.82 -2.46
H -0.73 -4.14 7.47
H -2.61 -3.21 6.16
H -3.22 6.54 5.78
H -0.10 -4.36 -2.79

***

# 4
10
Properties=species:S:1:pos:R:3 method="wB97M-V/def2-TZVPD" multiplicity=1 e_tot_ev=-20479.58278 homo_lumo_gap_ev="8.193 / 8.194" homo_ha="-0.3190 / -0.3191"
S 1.28 0.50 -1.15
O 1.01 -2.07 -1.43
O -1.77 0.72 1.29
N -0.93 0.36 0.46
N 0.89 -1.22 -0.60
N -0.97 -0.71 -0.25
C 0.43 1.06 0.30
H -1.56 -1.51 -0.05
H 1.14 0.72 1.12
H 0.48 2.15 0.31

***

# 5
55
Properties=species:S:1:pos:R:3 method="wB97M-V/def2-TZVPD" smiles="CCCCc1cc(=O)oc2cc(C)cc(O[C@@H](C)C(=O)NCc3ccncc3)c12" multiplicity=1 e_tot_ev=-35424.99859 homo_lumo_gap_ev=7.903 homo_ha=-0.2916
O -0.82 -2.06 -3.75
O -0.15 0.54 -1.48
O -0.78 3.86 3.86
O -0.96 3.98 1.44
N 0.46 -1.94 -1.90
N -1.19 -4.10 2.31
C -0.18 -4.59 1.95
C -0.58 3.26 2.71
C 0.69 -0.66 2.17
C -0.29 -3.77 -0.16
C -0.50 2.30 0.27
C -0.74 3.47 0.29
C -0.54 1.79 -1.21
C -0.16 1.93 2.45
C 2.04 -0.26 2.84
C -1.50 4.94 -3.00
C -1.51 -3.11 0.15
C 0.42 -3.42 -1.73
C 2.29 -1.18 4.11
C 0.27 -0.05 1.14
C 0.95 0.35 -3.74
C -0.63 2.78 -2.24
C -1.91 -3.37 1.26
C -0.14 0.17 -3.00
C -0.29 1.32 1.40
C -1.18 4.09 -2.03
C 0.50 -4.44 0.88
C -1.05 4.54 -0.46
C -0.50 -1.53 -2.82
H 1.88 -0.06 -3.34
H -2.25 -2.60 -0.61
H 0.75 -1.80 2.02
H 1.33 -3.99 -1.72
H -0.97 2.33 -3.32
H 1.31 1.43 -3.80
H 0.97 -1.39 -1.04
H -0.42 -0.51 0.42
H 1.12 -0.12 0.32
H -0.12 1.51 3.51
H 2.11 0.67 3.03
H -1.24 0.53 -3.28
H 2.86 -0.57 2.04
H 1.43 -4.90 0.62
H 2.27 -2.22 3.97
H -1.50 5.57 -0.24
H 0.08 -0.66 3.20
H 0.80 -0.17 -4.76
H 0.26 -5.17 2.57
H 3.24 -0.84 4.55
H -0.66 5.10 -3.60
H 1.72 -0.84 4.79
H -1.66 5.91 -2.72
H -0.22 -3.92 -2.39
H -2.74 -2.93 1.64
H -2.34 4.81 -3.57

***

# 6
23
Properties=species:S:1:pos:R:3 method="wB97M-V/def2-TZVPD" multiplicity=1 e_tot_ev=-11474.88197 homo_lumo_gap_ev=9.189 homo_ha=-0.3037
O -0.24 -0.03 -2.89
N 1.81 1.60 -0.54
N 0.91 0.19 -2.12
C 0.77 1.24 -1.36
C -1.27 -1.21 0.81
C -0.79 -0.31 1.67
C -0.47 2.11 -1.34
C 0.53 -0.33 2.36
C -0.61 -2.47 0.34
H -0.58 2.61 -2.31
H 1.26 -0.99 1.88
H 2.48 0.84 -0.41
H -0.40 2.87 -0.56
H 0.41 -0.63 3.40
H 0.97 0.68 2.35
H -1.18 -3.34 0.68
H -1.35 1.49 -1.15
H 1.56 2.06 0.33
H -2.26 -1.04 0.38
H -0.58 -2.49 -0.76
H 0.42 -2.58 0.70
H 0.01 -0.83 -3.39
H -1.42 0.55 1.91

***

# 7
18
Properties=species:S:1:pos:R:3 method="wB97M-V/def2-TZVPD" multiplicity=1 e_tot_ev=-24348.49223 homo_lumo_gap_ev="7.497 / 8.239" homo_ha="-0.2828 / -0.3096"
Cl -3.72 -1.07 3.48
O -0.60 -0.61 -0.88
N -1.59 -0.61 1.86
N 3.08 1.47 -2.78
N -1.60 -0.95 -0.20
C -2.91 -1.10 1.92
C -3.50 -1.53 0.81
C -2.80 -1.36 -0.43
C 0.56 0.44 2.34
C -0.78 -0.06 2.60
H 2.99 0.83 -2.02
H 1.13 -0.43 2.21
H 0.84 1.08 3.25
H -3.15 -1.72 -1.38
H 2.43 1.43 -3.40
H 3.99 1.47 -3.24
H -4.55 -1.97 0.74
H 0.50 0.95 1.43

***

# 8
11
Properties=species:S:1:pos:R:3 method="wB97M-V/def2-TZVPD" multiplicity=1 e_tot_ev=-73789.25657 homo_lumo_gap_ev=7.029 homo_ha=-0.3254
Cl -2.24 -0.12 2.85
Cl -0.56 1.95 -1.65
Cl -1.91 2.98 1.67
Cl 0.49 -2.55 0.56
Si 1.36 -1.63 -1.04
Si -1.87 -0.04 0.87
Si -0.49 1.54 0.43
H 2.80 -1.68 -1.20
H 0.81 -0.31 -1.16
H 0.91 -2.46 -2.26
H 0.70 2.32 0.92

***

# 9
147
Properties=species:S:1:pos:R:3 method="wB97M-V/def2-TZVPD" total_charge=+1 multiplicity=4 e_tot_ev=-121940.41922 homo_lumo_gap_ev="6.206 / 6.188" homo_ha="-0.3706 / -0.3800"
Re -0.10 -0.28 0.10
I -0.83 -2.19 1.85
P -1.53 -1.95 -1.66
P 2.59 -0.21 -1.49
Si -2.67 1.20 2.12
O -2.27 0.93 3.68
O 1.06 -2.02 -3.16
O -2.91 2.80 1.98
O -3.98 0.35 1.63
O -1.53 0.72 1.08
O -0.04 0.71 -1.79
O -2.02 1.76 -1.50
N 0.93 1.54 0.75
N 1.97 -0.75 1.47
N 2.35 0.26 2.11
C -3.41 5.11 2.01
C -2.66 -1.02 -2.76
C 2.58 -4.71 -5.75
C 2.60 -2.33 -5.01
C 3.78 2.39 -1.02
C -5.58 1.29 0.11
C 2.53 2.62 2.16
C -2.10 -0.48 -3.92
C -4.80 -0.16 -3.44
C 1.36 -2.95 -7.08
C 0.50 -3.66 -4.86
C -2.88 0.23 -4.81
C 2.37 -1.99 1.99
C 3.00 -0.76 -3.20
C 2.17 3.85 1.66
C 4.28 -2.35 -1.18
C -4.23 0.41 -4.57
C -0.44 -4.59 -5.29
C -1.10 -0.46 5.22
C -5.37 0.64 1.47
C -1.32 4.26 3.10
C 2.52 -4.37 1.73
C -6.11 -0.69 1.57
C -1.65 -4.75 -4.64
C 3.32 -3.33 3.75
C -1.01 -3.08 -3.04
C 2.95 1.57 -1.78
C 1.93 1.47 1.65
C 5.31 -3.12 -0.67
C 2.31 2.13 -2.90
C 2.95 -2.09 3.26
C -2.79 3.96 2.81
C 4.99 -0.49 0.14
C 3.98 3.72 -1.37
C -3.17 0.73 5.90
C 3.80 -1.91 -5.58
C 1.17 3.91 0.69
C -3.64 -5.02 1.05
C 0.54 2.74 0.31
C 2.16 -3.14 1.23
C 4.10 -1.02 -0.79
C -5.87 1.58 2.57
C 4.58 -0.93 -4.99
C -1.91 -4.43 -0.51
C -3.60 -2.82 0.07
C 4.19 -0.36 -3.80
C -4.03 -0.86 -2.54
C -2.49 -5.35 0.35
C 6.03 -1.26 0.66
C -2.48 -3.16 -0.67
C 6.18 -2.58 0.26
C 2.50 3.46 -3.23
C -2.48 0.00 4.75
C 3.09 -4.47 2.99
C 3.33 4.26 -2.46
C 1.76 -3.41 -5.67
C -3.52 3.82 4.14
C -4.20 -3.76 0.90
C 2.21 -1.72 -3.82
C -1.01 1.53 -2.12
C -1.95 -3.97 -3.54
C -3.36 -1.18 4.35
C 0.20 -2.94 -3.71
H 3.50 -4.56 -6.32
H 5.41 -4.15 -0.98
H -4.98 2.20 0.04
H -1.05 -0.62 -4.12
H -2.92 -4.06 -3.07
H -7.18 -0.53 1.56
H 4.13 -2.37 -6.51
H 5.51 -0.63 -5.46
H -3.49 4.77 4.67
H -6.95 1.68 2.51
H -5.60 1.19 3.55
H -0.31 2.77 -0.36
H 2.00 3.87 -4.09
H -4.47 4.92 1.86
H 3.48 5.31 -2.72
H -0.82 3.34 3.42
H -4.83 1.00 -5.25
H 6.97 -3.18 0.69
H -0.45 0.41 5.31
H -4.08 -5.73 1.73
H -1.01 -4.69 -1.04
H -4.50 -1.30 -1.67
H -1.17 -0.95 6.19
H 4.28 2.01 -0.15
H -6.63 1.53 -0.04
H -0.23 -5.18 -6.17
H 1.67 1.51 -3.51
H -3.03 3.06 4.74
H -5.86 -0.05 -3.26
H 2.63 4.76 2.02
H -1.24 5.00 3.90
H 3.30 2.51 2.91
H -0.78 2.06 -3.06
H 4.88 0.52 0.51
H -4.56 3.53 3.99
H 3.61 -2.79 -1.90
H -0.83 4.64 2.22
H -5.85 -1.34 0.73
H 0.76 -3.70 -7.58
H -3.29 6.05 2.54
H 2.01 -5.50 -6.23
H -4.10 1.19 5.57
H -3.41 0.01 6.68
H -3.30 -1.96 5.10
H 3.76 -3.41 4.73
H 2.85 -5.05 -4.74
H -4.40 -0.85 4.25
H -2.42 0.65 -5.70
H -0.66 -1.15 4.50
H 0.78 -2.03 -7.02
H -2.37 -5.46 -5.01
H 6.70 -0.82 1.38
H 2.33 -5.27 1.15
H 1.70 -3.05 0.25
H 4.82 0.37 -3.31
H -2.53 1.50 6.33
H 2.24 -2.75 -7.69
H 0.85 4.85 0.26
H 4.65 4.32 -0.77
H -5.25 0.62 -0.69
H -2.03 -6.32 0.48
H -5.83 -1.20 2.49
H -2.93 5.19 1.03
H -3.04 -1.59 3.39
H -5.42 2.56 2.43
H 3.36 -5.44 3.39
H -5.09 -3.49 1.45
H 3.07 -1.19 3.84
H -3.98 -1.81 0.07

***

# 10
10
Properties=species:S:1:pos:R:3 method="wB97M-V/def2-TZVPD" multiplicity=2 e_tot_ev=-13860.65573 homo_lumo_gap_ev="5.580 / 5.621" homo_ha="-0.2835 / -0.2864"
Cd 0.94 1.48 -0.82
O -0.89 1.41 -0.66
O 1.73 -0.06 -0.04
O 3.89 -1.04 0.12
C -1.75 0.56 -0.10
C -1.38 -0.67 0.39
C 3.11 -0.13 0.12
H -0.94 -1.39 -0.30
H -1.94 -1.08 1.24
H -2.77 0.92 0.06

***

# 11
11
Properties=species:S:1:pos:R:3 method="wB97M-V/def2-TZVPD" multiplicity=1 e_tot_ev=-7763.24713 homo_lumo_gap_ev=9.115 homo_ha=-0.2973
O 1.87 0.42 0.33
N -1.10 -1.54 -0.15
C -0.51 0.76 0.74
C -0.39 -0.38 0.03
C 0.89 0.09 -0.66
C 0.76 1.31 0.10
H -1.16 1.12 1.52
H -0.61 -2.36 -0.46
H 1.17 -0.02 -1.70
H -1.88 -1.71 0.47
H 0.98 2.32 -0.23

***

# 12
11
Properties=species:S:1:pos:R:3 method="wB97M-V/def2-TZVPD" smiles="[H]/N=C(/N)C(=C)F" multiplicity=1 e_tot_ev=-8889.14537 homo_lumo_gap_ev=10.566 homo_ha=-0.3566
F -1.44 1.25 -0.78
N -0.35 1.02 1.73
N 0.81 -0.87 1.03
C 0.12 -0.18 -1.70
C -0.02 0.21 0.80
C -0.42 0.37 -0.65
H 0.98 -1.00 2.01
H -0.93 1.77 1.34
H 0.56 -1.71 0.55
H -0.28 0.00 -2.72
H 0.97 -0.86 -1.61